[1]
An isolated molecule of C2HN5O at a distorted geometry, computed with wB97M-V/def2-TZVPD.

## Properties
- Kohn-Sham gap (eV) = 7.862
- highest occupied orbital energy (eV) = -10.159
- SMILES = O=c1nncnnn1
- E (a.u.) = -425.60710

Geometry as XYZ:
```
9
C2HN5O | the OMol25 dataset | wB97M-V/def2-TZVPD
O 1.619 1.554 -0.228
N -0.465 0.840 0.932
N -0.243 -0.654 -1.308
N -1.260 -0.225 1.198
N -0.397 -1.492 0.989
N 0.000 0.605 -1.281
C -0.009 -1.569 -0.205
C 0.554 1.015 -0.001
H 0.331 -2.619 -0.642
```

natural (NBO) population analysis, charges in e, atoms 1 to 5: number 1, O, carries -0.468; number 2, N, carries -0.213; number 3, N, carries -0.165; number 4, N, carries 0.130; number 5, N, carries -0.264

***

[2]
An isolated molecule of C11H11OP at a distorted geometry, computed with wB97M-V/def2-TZVPD.

## Properties
- Kohn-Sham gap (eV) = 7.975
- highest occupied orbital energy (eV) = -8.311
- SMILES = CC1=C[C@@]2(C[C@H]2C=C=P)C(=O)C=C1
- E (a.u.) = -842.16119

Geometry as XYZ:
```
24
C11H11OP | the OMol25 dataset | wB97M-V/def2-TZVPD
P -4.665 0.259 -0.025
O -1.895 1.143 0.574
C -0.715 0.880 0.283
C 1.539 1.776 -0.206
C -0.135 -0.449 0.385
C 2.137 0.472 -0.109
C 0.155 1.924 -0.152
C -1.156 -1.543 -0.291
C -3.246 -0.282 -0.698
C -1.122 -1.321 1.186
C 3.594 -0.023 -0.096
C 1.290 -0.598 0.147
C -2.224 -1.002 -1.166
H 1.551 -1.674 0.246
H -0.087 2.970 -0.363
H -4.147 1.562 0.564
H -1.866 -1.095 -2.144
H -1.886 -0.774 1.509
H 3.738 -0.988 -0.488
H 4.169 0.770 -0.658
H -0.710 -2.148 1.795
H -0.715 -2.339 -0.795
H 4.095 -0.047 0.901
H 2.300 2.527 -0.399
```

natural (NBO) population analysis, charges in e, atoms 1 to 5: number 1, P, carries 0.368; number 2, O, carries -0.592; number 3, C, carries 0.480; number 4, C, carries -0.147; number 5, C, carries -0.184

***

[3]
A cluster of 2 separate species, CH3NOSi in total at a distorted geometry, computed with wB97M-V/def2-TZVPD.

## Properties
- Kohn-Sham gap (spin up / spin down) (eV) = 6.692 / 6.694
- highest occupied orbital energy (spin up / spin down) (eV) = -9.369 / -9.370
- E (a.u.) = -459.25515

Geometry as XYZ:
```
7
CH3NOSi | the OMol25 dataset | wB97M-V/def2-TZVPD
Si 0.021 -0.180 0.078
O -0.924 1.118 -0.058
N 4.470 -0.209 -0.135
C 3.350 0.035 -0.071
H 0.682 -0.564 -1.104
H -0.646 2.069 0.098
H -0.647 -1.262 1.035
```

natural (NBO) population analysis, charges in e, atoms 1 to 5: number 1, Si, carries 1.595; number 2, O, carries -1.117; number 3, N, carries -0.573; number 4, C, carries -0.158; number 5, H, carries -0.162

***

[4]
A structure of composition C33H34Br4N5O2PSiTa at a distorted geometry, computed with wB97M-V/def2-TZVPD.

## Properties
- charge = +1
- Kohn-Sham gap (eV) = 6.485
- highest occupied orbital energy (eV) = -9.920
- E (a.u.) = -12685.96781

Geometry as XYZ:
```
81
C33H34Br4N5O2PSiTa | the OMol25 dataset | wB97M-V/def2-TZVPD
Ta 0.049 0.023 -0.306
Br 0.320 -1.329 4.782
Br -1.142 4.363 1.891
Br -0.309 1.351 6.655
Br -1.044 4.210 5.198
P -2.553 -1.087 0.112
Si 1.828 -4.208 -2.612
O -0.506 1.572 0.683
O 0.080 -0.600 1.801
N 0.947 1.862 -1.648
N 2.478 0.401 0.206
N 3.256 1.979 -1.293
N 2.162 3.740 -2.269
N 4.753 0.487 -0.321
C -3.576 -3.659 0.539
C -0.501 1.628 1.989
C -0.136 0.329 4.000
C 0.304 -5.275 -2.998
C -4.593 -4.599 0.604
C -3.273 -0.987 -3.961
C -5.216 -1.918 0.224
C 5.050 -0.791 0.305
C -3.344 0.429 0.758
C -6.223 -2.865 0.284
C -2.104 -0.364 -4.366
C -4.169 2.674 0.544
C -0.770 2.740 2.772
C -3.501 -1.216 -2.614
C 2.470 -3.297 -4.165
C 3.178 -5.308 -1.842
C -0.170 0.388 2.607
C 3.476 0.912 -0.431
C -4.423 2.713 1.906
C -2.549 -0.811 -1.691
C -1.163 0.045 -3.430
C 0.868 -1.830 -0.923
C -0.396 1.458 4.776
C -5.913 -4.203 0.463
C 5.947 1.248 -0.643
C -3.606 0.469 2.126
C -4.143 1.608 2.695
C -0.717 2.666 4.161
C 2.059 2.510 -1.714
C -3.627 1.538 -0.033
C -1.361 -0.169 -2.069
C -3.888 -2.320 0.342
C 1.297 -2.822 -1.482
H 1.330 4.222 -2.570
H -0.246 0.507 -3.774
H 6.588 1.283 0.240
H 4.097 -4.768 -1.643
H 0.162 2.398 -2.006
H 4.081 2.397 -1.694
H 5.742 2.275 -0.930
H 3.006 4.287 -2.227
H -4.398 -1.720 -2.290
H -3.383 -0.401 2.732
H -1.912 -0.214 -5.418
H 2.840 -5.746 -0.909
H 1.689 -2.675 -4.591
H -6.705 -4.937 0.499
H 3.312 -2.654 -3.930
H -5.459 -0.874 0.081
H -4.401 3.528 -0.074
H 5.967 -1.177 -0.142
H 6.494 0.754 -1.451
H -4.820 3.610 2.353
H 4.257 -1.509 0.106
H -3.424 1.513 -1.098
H 0.554 -6.060 -3.704
H 2.792 -3.998 -4.927
H -3.998 -1.306 -4.695
H 5.201 -0.690 1.383
H 3.413 -6.121 -2.521
H -4.359 -5.640 0.767
H -4.351 1.629 3.753
H -2.545 -3.964 0.638
H 2.736 -0.306 0.884
H -0.501 -4.686 -3.423
H -0.074 -5.750 -2.099
H -7.253 -2.553 0.192
```

Löwdin population analysis, charges in e, atoms 1 to 5: number 1, Ta, carries 1.780; number 2, Br, carries 0.781; number 3, Br, carries 0.792; number 4, Br, carries 0.747; number 5, Br, carries 0.733

***

[5]
A cluster of 7 separate species, C26H40O16S in total at a distorted geometry, computed with wB97M-V/def2-TZVPD.

## Properties
- charge = -1
- Kohn-Sham gap (spin up / spin down) (eV) = 2.071 / 9.853
- highest occupied orbital energy (spin up / spin down) (eV) = -0.077 / -7.916
- <S²> = 0.75
- E (a.u.) = -2616.62257
- spin multiplicity = 2

Geometry as XYZ:
```
83
C26H40O16S | the OMol25 dataset | wB97M-V/def2-TZVPD
S 2.261 6.253 -1.982
O 1.518 -3.516 1.598
O -3.789 -1.975 -7.447
O 1.969 -4.973 -0.083
O 4.620 -0.379 1.484
O -0.368 1.394 -2.298
O 5.138 -0.212 3.636
O -2.955 4.037 -1.876
O 3.288 6.786 -2.834
O 1.159 5.357 -2.856
O 1.678 7.156 -0.978
O -3.793 -0.934 -5.420
O -1.766 4.869 -0.103
O -4.811 -2.540 1.277
O 1.430 0.602 -1.138
O 2.626 4.899 -1.206
O -3.122 -3.078 -0.023
C -2.728 4.165 -0.631
C 4.577 -0.320 4.946
C 3.107 -0.681 4.784
C 0.132 0.703 -1.442
C 1.650 -0.232 -0.041
C 4.272 -0.390 2.650
C 3.880 -3.979 0.975
C 1.418 4.177 -0.769
C 0.789 4.189 -2.093
C -2.330 3.512 1.548
C -0.698 -0.243 -0.599
C -5.184 -1.541 2.091
C -1.949 -2.284 -5.746
C -2.970 -0.787 -4.266
C 2.878 -0.699 3.229
C -1.742 4.895 1.329
C -1.604 -1.352 -4.686
C -3.453 3.556 0.555
C -3.936 -1.436 2.993
C 2.920 -5.456 -0.949
C -3.501 -2.564 0.999
C -3.282 -1.788 -6.302
C 4.210 -4.693 -0.361
C 2.402 -4.117 0.898
C -2.723 -1.857 2.066
C 0.308 -0.394 0.575
H -2.281 5.721 1.794
H -2.146 -1.005 1.707
H -1.633 0.307 -0.496
H 0.027 0.502 1.129
H -2.866 0.270 -4.021
H -4.263 4.135 1.000
H -6.065 -1.657 2.722
H 1.158 3.372 -2.712
H 1.059 4.743 0.091
H -1.259 -2.682 -6.491
H -1.147 -1.962 -3.907
H 2.063 -0.019 2.980
H 3.144 -6.523 -0.961
H -3.825 -0.545 3.611
H -2.215 -3.251 -5.319
H 2.463 -0.004 5.345
H -2.076 -2.568 2.579
H -0.973 -1.154 -1.131
H -4.089 -2.132 3.817
H 2.661 -1.651 2.744
H -3.448 -1.310 -3.437
H -0.901 -0.550 -4.910
H 2.092 -1.144 -0.442
H -1.572 2.766 1.310
H 4.825 -4.192 -1.108
H -2.825 3.342 2.504
H 4.199 -2.951 1.146
H 5.078 -1.194 5.363
H 2.785 -5.033 -1.945
H 4.792 -5.555 -0.033
H -0.725 4.834 1.718
H -5.347 -0.583 1.598
H -0.295 4.269 -2.018
H 4.131 -4.569 1.857
H 1.775 3.189 -0.479
H -3.846 2.568 0.315
H 0.170 -1.208 1.287
H 2.266 0.358 0.638
H 4.681 0.620 5.487
H 2.899 -1.680 5.166
```

Löwdin population analysis, charges in e, atoms 1 to 5: number 1, S, carries 0.689; number 2, O, carries 0.031; number 3, O, carries 0.035; number 4, O, carries 0.012; number 5, O, carries 0.071

***

[6]
A cluster of 2 separate species, C5H14 in total at a distorted geometry, computed with wB97M-V/def2-TZVPD.

## Properties
- charge = -1
- Kohn-Sham gap (spin up / spin down) (eV) = 2.797 / 11.566
- highest occupied orbital energy (spin up / spin down) (eV) = 1.448 / -7.303
- <S²> = 0.75
- E (a.u.) = -198.77166
- spin multiplicity = 2

Geometry as XYZ:
```
19
C5H14 | the OMol25 dataset | wB97M-V/def2-TZVPD
C -1.392 0.555 -1.967
C 1.702 1.567 2.075
C 1.717 -0.021 1.646
C -0.658 -1.620 -0.994
C -1.545 -0.510 -0.851
H -0.682 1.335 -1.756
H -1.385 0.028 0.053
H 2.778 1.712 2.534
H 1.437 -0.106 0.566
H -1.127 -2.187 -1.749
H -2.564 -0.891 -0.837
H 1.566 2.171 1.148
H 1.145 1.807 2.992
H -0.345 -2.138 0.021
H 0.909 -0.577 2.220
H -1.250 0.133 -2.970
H 0.369 -1.429 -1.333
H 2.572 -0.761 1.934
H -2.368 1.077 -2.279
```

natural (NBO) population analysis, charges in e, atoms 1 to 5: number 1, C, carries -0.728; number 2, C, carries -0.805; number 3, C, carries -0.922; number 4, C, carries -0.735; number 5, C, carries -0.508

***

[7]
A cluster of 6 separate species, C20H45Br2N6O9S2 in total at a distorted geometry, computed with wB97M-V/def2-TZVPD.

## Properties
- charge = -1
- Kohn-Sham gap (eV) = 7.791
- highest occupied orbital energy (eV) = -5.733
- E (a.u.) = -7739.17594

Geometry as XYZ:
```
84
C20H45Br2N6O9S2 | the OMol25 dataset | wB97M-V/def2-TZVPD
Br 0.300 -0.405 -1.244
Br -1.870 2.245 1.681
S 4.120 1.913 0.540
S 1.661 1.133 1.016
O -0.934 -0.169 -4.282
O 2.556 -3.641 -0.286
O -1.952 -2.923 -1.020
O 4.300 1.643 1.919
O 1.342 1.985 2.078
O 4.650 3.155 0.159
O -4.674 1.328 -0.265
O 1.685 -1.943 7.156
O 2.032 -0.168 1.416
N 2.465 -4.029 1.931
N -4.915 3.360 -1.207
N 2.647 1.776 -0.033
N -0.576 1.963 -4.888
N -2.439 -3.055 -3.208
N 2.022 0.102 6.258
C -1.898 -0.413 0.803
C -0.927 0.635 1.179
C -2.591 -1.605 -3.304
C 4.651 -0.667 0.173
C 0.189 2.920 -5.661
C -0.322 0.654 -4.920
C 0.104 0.943 0.125
C -4.710 2.035 -1.239
C -1.658 2.433 -4.037
C 2.245 -1.200 6.366
C -2.629 -3.871 -4.384
C -4.943 4.165 -2.408
C 1.205 -3.297 2.059
C -2.117 -3.577 -2.022
C 3.021 -4.119 0.723
C 2.730 0.937 5.291
C 1.039 0.710 7.133
C 5.051 0.681 -0.307
C 3.067 -4.619 3.105
C -5.112 3.996 0.087
H 0.883 -3.308 3.095
H 2.017 1.398 4.609
H -4.779 3.537 -3.280
H -4.160 4.926 -2.369
H -0.402 0.252 1.998
H 1.323 0.563 8.177
H -2.850 -1.333 -4.323
H -1.404 -1.334 0.892
H 3.425 0.343 4.707
H -4.566 1.644 -2.264
H 4.836 0.760 -1.334
H -1.463 2.154 -3.001
H -1.663 -1.108 -3.025
H -5.262 5.062 -0.051
H -5.980 3.567 0.586
H 6.068 0.874 -0.098
H 1.337 -2.264 1.730
H -2.598 1.972 -4.342
H -1.739 3.512 -4.114
H 3.284 -3.845 3.844
H 0.520 0.387 -5.581
H 2.387 -5.349 3.550
H 3.762 -0.953 -0.315
H 3.283 1.717 5.817
H 3.006 -1.563 5.657
H -4.241 3.829 0.718
H -1.995 -4.677 -2.043
H 0.670 3.639 -4.997
H -3.644 -3.744 -4.771
H 3.994 -5.119 2.838
H -2.651 -0.414 1.540
H -2.296 -0.280 -0.156
H 0.064 0.247 6.980
H -5.911 4.661 -2.508
H 0.441 -3.758 1.433
H -2.476 -4.919 -4.140
H -3.378 -1.270 -2.624
H -1.917 -3.582 -5.160
H 4.534 -0.700 1.213
H -0.085 1.878 -0.306
H 0.954 2.407 -6.235
H 3.977 -4.676 0.720
H 5.378 -1.374 -0.124
H -0.468 3.458 -6.349
H 0.973 1.771 6.920
```

Löwdin population analysis, charges in e, atoms 1 to 5: number 1, Br, carries 0.881; number 2, Br, carries 0.774; number 3, S, carries 0.423; number 4, S, carries 0.358; number 5, O, carries -0.072

***

[8]
An isolated molecule of C10H9N5O6S at a distorted geometry, computed with wB97M-V/def2-TZVPD.

## Properties
- Kohn-Sham gap (eV) = 7.015
- highest occupied orbital energy (eV) = -8.091
- E (a.u.) = -1509.36547

Geometry as XYZ:
```
31
C10H9N5O6S | the OMol25 dataset | wB97M-V/def2-TZVPD
S 1.069 2.156 -0.069
O 0.746 -4.731 -2.093
O -0.308 -5.216 -0.268
O -2.054 0.133 2.296
O -2.088 -2.023 2.650
O -0.603 1.319 -2.871
O 0.275 -0.639 -3.594
N 0.419 -1.961 -3.149
N -1.754 -1.041 1.952
N 0.069 -4.374 -1.115
N -2.063 3.556 0.532
N -0.268 0.173 -2.617
C 1.316 3.734 0.915
C -0.021 -1.943 -1.846
C 2.222 1.171 0.943
C -0.275 -3.017 -0.885
C -0.376 -0.627 -1.461
C -0.827 -2.660 0.382
C -0.900 -0.176 -0.220
C -1.396 2.590 0.453
C -1.073 -1.305 0.699
C -0.481 1.424 0.492
H 2.041 0.127 0.713
H 3.193 1.495 0.587
H -1.782 0.567 -0.327
H -1.141 -3.435 1.091
H 0.631 4.522 0.588
H -0.309 1.182 1.600
H 2.116 1.381 2.003
H 2.338 3.990 0.607
H 1.286 3.629 2.011
```

natural (NBO) population analysis, charges in e, atoms 1 to 5: number 1, S, carries 0.870; number 2, O, carries -0.386; number 3, O, carries -0.429; number 4, O, carries -0.466; number 5, O, carries -0.401